Record 1
118
Properties=species:S:1:pos:R:3:lowdin_charge:R:1 method="wB97M-V/def2-TZVPD" lumo_ev=0.07 e_above_lowest_kj_mol=0.00 energy_ha=-4952.7155
C 0.178 1.580 -4.154 -0.036
C -0.890 0.476 -4.341 -0.500
O -0.797 -0.518 -3.330 -0.113
C -2.300 1.030 -4.227 -0.285
Si -3.630 -0.247 -4.568 0.704
C -5.314 0.586 -4.643 -0.321
C -6.437 -0.263 -4.006 -0.274
C -6.807 0.305 -2.635 -0.211
C -7.785 -0.546 -1.853 -0.256
O -7.152 -1.702 -1.288 -0.080
H 0.747 1.404 -3.242 0.074
H 0.891 1.593 -4.980 0.075
H -0.279 2.569 -4.118 0.067
H -0.720 0.022 -5.324 0.130
H 0.087 -0.923 -3.325 0.027
H -2.407 1.844 -4.949 0.085
H -2.407 1.436 -3.216 0.086
H -3.306 -0.891 -5.869 -0.020
H -3.638 -1.309 -3.537 -0.018
H -5.530 0.863 -5.677 0.066
H -5.237 1.534 -4.102 0.068
H -6.145 -1.310 -3.900 0.089
H -7.327 -0.216 -4.639 0.106
H -7.233 1.301 -2.786 0.119
H -5.890 0.437 -2.051 0.094
H -8.204 0.046 -1.032 0.111
H -8.596 -0.911 -2.482 0.117
H -6.349 -1.390 -0.856 0.056
O 3.860 -1.083 -2.575 -0.314
S 2.728 -1.965 -2.693 0.703
O 1.669 -1.645 -3.635 -0.341
C 3.319 -3.626 -2.989 -0.219
C 3.460 -4.219 -1.590 -0.201
C 2.198 -3.786 -0.831 -0.198
C 1.993 -2.288 -1.086 -0.215
H 4.249 -3.572 -3.551 0.106
H 2.557 -4.145 -3.571 0.105
H 3.555 -5.303 -1.631 0.118
H 4.354 -3.824 -1.103 0.087
H 1.337 -4.345 -1.204 0.072
H 2.279 -3.987 0.236 0.125
H 0.938 -2.018 -1.121 0.062
H 2.495 -1.653 -0.364 0.072
O 6.203 -2.080 2.010 -0.326
S 6.816 -2.286 0.718 0.669
O 6.473 -3.450 -0.065 -0.331
C 6.633 -0.803 -0.252 -0.231
C 7.863 0.024 0.095 -0.217
C 9.044 -0.957 0.105 -0.214
C 8.605 -2.188 0.908 -0.220
H 5.699 -0.321 0.014 0.063
H 6.623 -1.092 -1.303 0.114
H 8.005 0.832 -0.620 0.119
H 7.739 0.473 1.083 0.118
H 9.285 -1.249 -0.918 0.115
H 9.939 -0.510 0.537 0.111
H 9.040 -3.115 0.542 0.099
H 8.811 -2.078 1.971 0.101
O 3.013 0.338 0.074 -0.316
S 3.626 1.436 0.781 0.684
O 4.999 1.794 0.513 -0.320
C 2.590 2.885 0.626 -0.210
C 1.638 2.790 1.813 -0.218
C 2.494 2.364 3.009 -0.218
C 3.383 1.201 2.545 -0.196
H 2.097 2.862 -0.344 0.108
H 3.240 3.756 0.697 0.110
H 1.134 3.738 1.996 0.116
H 0.871 2.036 1.617 0.081
H 3.116 3.201 3.326 0.110
H 1.881 2.071 3.855 0.091
H 4.357 1.191 3.028 0.106
H 2.899 0.234 2.675 0.109
O -0.603 -5.122 -0.920 -0.324
S -1.252 -3.830 -0.903 0.701
O -0.590 -2.709 -0.266 -0.340
C -1.723 -3.391 -2.564 -0.222
C -3.121 -3.984 -2.722 -0.215
C -3.854 -3.644 -1.417 -0.209
C -2.915 -3.995 -0.257 -0.212
H -0.990 -3.800 -3.257 0.117
H -1.729 -2.303 -2.625 0.067
H -3.630 -3.565 -3.588 0.095
H -3.058 -5.066 -2.858 0.118
H -4.074 -2.578 -1.405 0.081
H -4.801 -4.175 -1.324 0.121
H -2.994 -3.332 0.592 0.067
H -3.044 -5.030 0.056 0.108
O -0.224 3.185 4.635 -0.325
S 0.404 4.282 5.332 0.667
O 1.778 4.631 5.078 -0.314
C -0.628 5.734 5.152 -0.226
C -1.592 5.655 6.332 -0.218
C -0.742 5.239 7.541 -0.209
C 0.144 4.068 7.098 -0.212
H -1.113 5.703 4.179 0.108
H 0.023 6.605 5.221 0.110
H -2.094 6.606 6.496 0.117
H -2.356 4.900 6.136 0.119
H -0.117 6.077 7.853 0.118
H -1.361 4.958 8.392 0.115
H 1.114 4.062 7.588 0.104
H -0.348 3.107 7.237 0.105
O -4.421 0.919 0.019 -0.320
S -3.673 0.002 0.848 0.686
O -3.871 -1.421 0.693 -0.329
C -1.932 0.376 0.728 -0.205
C -1.697 1.397 1.837 -0.211
C -2.476 0.883 3.056 -0.203
C -3.874 0.475 2.571 -0.210
H -1.720 0.740 -0.276 0.111
H -1.389 -0.555 0.900 0.099
H -0.636 1.510 2.052 0.076
H -2.085 2.373 1.533 0.128
H -1.963 0.014 3.473 0.122
H -2.542 1.634 3.842 0.103
H -4.282 -0.374 3.114 0.103
H -4.579 1.304 2.597 0.104

=====

Record 2
120
Properties=species:S:1:pos:R:3:lowdin_charge:R:1 method="wB97M-V/def2-TZVPD" lumo_ev=-3.86 charge=+1 energy_ha=-7416.1470
C 6.089 -1.833 3.905 -0.124
C 5.441 -0.395 3.498 -0.285
C 3.847 -0.377 3.639 -0.590
Br 3.470 -0.564 5.617 0.701
C 3.163 1.017 3.168 -0.308
C 3.727 1.590 1.776 -0.116
C 2.626 2.052 0.693 -0.260
C 3.152 1.555 -0.761 -0.145
C 2.653 0.080 -1.181 -0.189
C 2.986 -1.075 -0.121 -0.210
C 2.919 -2.567 -0.784 -0.170
C 2.849 -3.594 0.481 -0.197
C 1.374 -4.234 0.532 -0.180
C 0.363 -3.304 1.401 -0.174
C -0.728 -4.222 2.142 -0.202
O -1.471 -3.403 3.114 -0.237
C -2.277 -2.422 2.409 -0.129
C 1.110 1.645 1.029 -0.119
N 0.776 1.866 2.507 -0.564
Cl 1.158 3.509 2.999 0.895
C -0.713 1.710 2.619 -0.146
C -1.289 1.777 4.111 -0.673
O -1.347 0.684 4.739 0.009
Cl -1.894 3.263 4.960 0.649
C 1.574 0.833 3.256 -0.157
H 7.232 -1.823 3.848 0.085
H 5.725 -2.216 4.914 0.050
H 5.728 -2.590 3.111 0.078
H 5.839 -0.166 2.453 0.103
H 5.841 0.424 4.208 0.118
H 3.320 -1.265 3.120 0.094
H 3.451 1.782 3.988 0.129
H 4.349 2.533 2.028 0.139
H 4.457 0.890 1.233 0.090
H 2.652 3.208 0.646 0.129
H 2.692 2.286 -1.533 0.100
H 4.294 1.691 -0.882 0.137
H 3.225 -0.197 -2.151 0.133
H 1.533 0.021 -1.463 0.106
H 2.250 -1.109 0.776 0.080
H 4.032 -1.007 0.347 0.114
H 2.051 -2.689 -1.513 0.099
H 3.953 -2.754 -1.263 0.122
H 3.695 -4.382 0.435 0.118
H 3.059 -2.987 1.439 0.081
H 1.466 -5.259 1.032 0.113
H 0.978 -4.292 -0.549 0.109
H -0.168 -2.600 0.655 0.112
H 0.893 -2.683 2.201 0.104
H -1.512 -4.662 1.433 0.122
H -0.271 -5.099 2.722 0.139
H -1.642 -1.524 2.036 0.061
H -2.783 -2.896 1.483 0.106
H -3.069 -1.955 3.110 0.106
H 0.408 2.365 0.451 0.134
H 0.839 0.558 0.818 0.136
H -1.303 2.458 1.964 0.162
H -0.964 0.657 2.211 0.147
H 1.273 0.804 4.357 0.117
H 1.318 -0.185 2.801 0.141
O 1.185 -3.520 -4.039 -0.301
S 1.746 -4.794 -4.410 0.593
O 3.083 -5.175 -4.037 -0.283
O 1.571 -5.003 -6.004 -0.261
C 2.060 -3.990 -6.882 -0.268
C 3.565 -4.075 -7.049 -0.074
C 0.635 -6.075 -3.898 -0.115
H 1.755 -2.997 -6.537 0.114
H 1.582 -4.155 -7.851 0.125
H 4.078 -3.819 -6.120 0.070
H 3.906 -3.386 -7.825 0.082
H 3.868 -5.091 -7.317 0.088
H -0.372 -5.821 -4.229 0.078
H 0.668 -6.132 -2.810 0.069
H 0.961 -7.019 -4.332 0.079
O -2.122 2.035 -3.443 -0.265
S -1.031 2.823 -2.936 0.607
O -0.877 3.106 -1.528 -0.314
O -0.960 4.212 -3.756 -0.258
C -2.137 5.019 -3.837 -0.258
C -2.367 5.801 -2.558 -0.076
C 0.486 2.137 -3.524 -0.117
H -3.009 4.409 -4.090 0.119
H -1.984 5.719 -4.662 0.128
H -2.622 5.134 -1.730 0.069
H -3.187 6.512 -2.683 0.078
H -1.465 6.346 -2.269 0.087
H 0.407 1.973 -4.598 0.084
H 0.646 1.189 -3.009 0.051
H 1.297 2.827 -3.295 0.067
O -3.289 -7.234 0.561 -0.294
S -4.709 -7.467 0.626 0.602
O -5.618 -6.890 -0.329 -0.279
O -5.231 -7.119 2.117 -0.261
C -4.926 -5.837 2.660 -0.266
C -5.842 -4.765 2.099 -0.075
C -4.998 -9.213 0.693 -0.119
H -3.874 -5.585 2.495 0.102
H -5.075 -5.905 3.740 0.126
H -5.650 -4.601 1.036 0.070
H -5.691 -3.816 2.620 0.075
H -6.890 -5.061 2.196 0.087
H -4.354 -9.647 1.457 0.076
H -4.756 -9.631 -0.284 0.078
H -6.048 -9.388 0.924 0.077
O -2.863 9.083 -1.497 -0.293
S -2.767 10.395 -0.910 0.606
O -1.525 10.908 -0.395 -0.278
O -3.905 10.548 0.229 -0.262
C -3.974 9.565 1.259 -0.271
C -2.907 9.787 2.315 -0.077
C -3.434 11.578 -2.047 -0.119
H -3.912 8.557 0.839 0.113
H -4.960 9.660 1.721 0.124
H -1.910 9.603 1.909 0.070
H -3.057 9.114 3.162 0.079
H -2.925 10.819 2.672 0.087
H -4.403 11.223 -2.396 0.076
H -2.742 11.665 -2.885 0.078
H -3.530 12.538 -1.541 0.078

=====

Number 1: gap between HOMO and LUMO 9.5 eV. Number 2: gap between HOMO and LUMO 7.9 eV.